(1)
{
  "formula": "C4H6N2",
  "method": "ωB97M-V with the def2-TZVPD basis set",
  "energy_ev": -7225.173,
  "smiles": "Cc1c[nH]cn1",
  "symbols": ["H", "N", "H", "C", "C", "C", "H", "N", "H", "H", "C", "H"],
  "positions_angstrom": [[-0.2590, -1.4496, 1.9987], [-0.9180, 0.8597, -0.3898], [-1.4474, -1.8081, 1.0027], [-0.9707, -0.8928, 1.3661], [-0.1005, 1.2573, -1.3157], [1.0409, -0.1798, -0.1065], [1.8569, 0.8061, -1.8200], [1.1572, 0.7448, -1.0990], [-0.2445, 1.9153, -2.1608], [-1.5948, -0.2247, 1.9518], [-0.2528, -0.1083, 0.3326], [1.7326, -0.9200, 0.2398]]
}



(2)
{
  "formula": "C7H5N",
  "method": "ωB97M-V with the def2-TZVPD basis set",
  "energy_ev": -8828.214,
  "smiles": "C=C1C=CC(C#N)=C1",
  "symbols": ["H", "H", "C", "H", "H", "C", "C", "N", "C", "C", "H", "C", "C"],
  "positions_angstrom": [[0.3160, 0.5655, -1.9433], [-1.7070, -1.2629, -2.0864], [-0.4954, -0.5880, 1.1749], [-1.1195, -1.1203, 1.8883], [-2.2791, -1.9775, -0.4164], [2.0518, 1.7472, -0.0651], [0.4942, 0.3151, 1.4294], [2.9131, 2.4614, -0.3438], [-1.6176, -1.3235, -0.9907], [0.2680, 0.3150, -0.8903], [0.9296, 0.6181, 2.4386], [-0.7134, -0.6135, -0.3149], [0.9593, 0.8634, 0.1198]]
}



(3)
{
  "formula": "C30H34NO7S2Ti",
  "method": "ωB97M-V with the def2-TZVPD basis set",
  "total_charge": -2,
  "spin_multiplicity": 2,
  "energy_ev": -92267.076,
  "s_squared": 0.78,
  "symbols": ["C", "H", "C", "H", "H", "C", "H", "N", "H", "H", "S", "H", "O", "Ti", "C", "C", "H", "H", "H", "H", "H", "H", "C", "C", "C", "C", "C", "C", "C", "O", "H", "C", "H", "H", "C", "H", "H", "C", "C", "C", "C", "H", "H", "C", "O", "H", "H", "C", "H", "H", "H", "H", "C", "H", "H", "C", "C", "C", "H", "O", "C", "C", "C", "H", "O", "H", "O", "H", "C", "O", "C", "H", "H", "S", "C"],
  "positions_angstrom": [[0.4597, 3.4036, -6.0745], [0.8223, -0.4576, -4.8010], [-0.7932, 7.8047, -6.0001], [-2.7884, -4.0564, 4.1281], [0.4095, 2.5565, 1.4179], [-0.5609, -4.4619, 0.9358], [4.4886, 6.2328, -6.0779], [-2.8510, -1.6070, 0.5632], [0.5567, -0.6682, 2.3005], [2.6495, 2.7488, -4.5599], [-0.9495, -1.7774, -1.2599], [0.4545, -6.0301, 2.0069], [2.7457, 6.0722, -4.9467], [0.4288, 0.3062, -0.5879], [2.0750, 5.2943, -5.8080], [0.8720, 4.5806, -5.1830], [1.4986, 1.4865, -5.9127], [-1.7769, 2.7660, -4.4141], [-0.9141, -0.6915, -4.4641], [2.8183, 2.3368, -2.2115], [-0.3243, -0.6228, -6.1562], [-1.2216, 0.4146, 1.8584], [-1.8265, -2.3137, 0.1271], [2.1130, 1.7302, -2.8208], [2.3337, -1.1696, -0.5173], [-1.9717, 0.8367, -0.2302], [1.3886, -1.6376, 0.4528], [1.6821, 2.5873, -4.0530], [-2.1413, -4.1957, 3.2605], [0.1430, 6.7145, -6.0503], [1.0122, -2.6526, 0.5376], [-1.6728, 1.8914, -1.1436], [-2.3235, 1.0944, -4.3215], [-2.2833, 1.9173, -5.8938], [-1.1151, -5.1509, 3.2124], [-0.4896, 8.5070, -6.7807], [2.2878, 1.3574, 1.7014], [-1.7375, 1.7977, -4.9399], [-0.3429, -5.2847, 2.0450], [1.1340, 3.9725, -3.7769], [3.7385, 6.8728, -5.6034], [0.1554, 3.9093, -3.2818], [3.2739, 7.5194, -6.3559], [-0.3774, 1.2590, -5.1314], [-1.0852, 5.7894, -4.4050], [0.0104, -4.5696, 0.0127], [4.1854, 7.4749, -4.8155], [2.7746, 0.1258, -0.1039], [-1.8190, 7.4540, -6.1832], [-0.9139, -5.7751, 4.0855], [-0.2286, 3.6098, -0.9780], [-2.8173, 0.1515, -0.3088], [2.0921, 0.4734, 1.0973], [-0.7501, 8.2991, -5.0187], [-0.6028, 3.4691, -6.3318], [-1.5343, -3.4617, 0.9998], [-0.1935, -0.2040, -5.1384], [-0.6167, 2.6710, -0.5847], [3.5695, 0.7118, -0.5729], [-4.7850, -2.3881, 2.0585], [-1.1248, 0.9688, 0.9244], [-0.2720, 2.1106, 0.6971], [-0.1343, 5.7305, -5.1719], [-2.2586, 2.1374, -2.0346], [1.1518, 1.2268, -1.9048], [1.0226, 3.4380, -7.0118], [2.4084, 5.2054, -6.9803], [2.7177, 0.8675, -3.1592], [0.8009, 2.0927, -5.2976], [-2.9925, -0.9683, 3.0230], [-2.3168, -3.3712, 2.1568], [2.7435, -1.7609, -1.3355], [1.8123, 4.5888, -3.1759], [-3.4050, -1.9814, 2.0757], [1.2042, -0.6053, 1.4289]]
}



(4)
{
  "formula": "C3H4O2S2",
  "method": "ωB97M-V with the def2-TZVPD basis set",
  "energy_ev": -28938.533,
  "smiles": "OC(=S)COC=S",
  "symbols": ["O", "H", "C", "O", "S", "S", "H", "H", "H", "C", "C"],
  "positions_angstrom": [[0.7344, 1.3570, 0.0175], [0.9230, -2.0136, -0.0386], [-1.5969, 0.0749, 0.2907], [-0.8350, -0.8551, -0.3191], [3.0143, -0.1259, -0.0611], [-3.1729, 0.1112, -0.0815], [1.2461, 2.0808, -0.4867], [0.5752, -0.8660, 1.3971], [-0.9491, 0.8919, 1.0745], [1.3888, 0.2475, -0.0443], [0.4659, -0.9680, 0.2117]]
}